C15H15LaN as an isolated structure at a distorted geometry. Source: the Open Molecules 2025 dataset; level of theory: ωB97M-V/def2-TZVPD.

ORCA input file:
```
! RIJCOSX wB97M-V def2-TZVPD def2/J DEFGRID3
* xyz -1 1
C -1.139 1.901 -3.206
C 1.091 -0.528 5.328
C -0.064 -0.194 1.857
H -3.106 -1.788 -2.616
C -0.129 2.507 -2.335
H -1.827 1.085 6.047
C -1.145 0.604 4.044
H -0.323 3.150 -1.499
H 1.759 0.997 -4.708
H 0.164 0.105 7.175
La -0.410 -0.499 -1.962
C 0.078 0.074 6.085
H -0.394 -2.988 -3.223
C 0.986 1.332 -4.037
C 0.246 -2.514 -2.394
H -0.915 0.680 -5.092
N -2.632 -0.871 -2.640
C -1.040 0.631 5.445
H -2.201 1.982 -3.091
H 1.766 -1.032 3.334
C -0.121 -0.004 3.265
C 1.178 2.152 -2.857
H 2.208 -2.563 -2.187
H -2.019 1.037 3.552
C 0.987 -0.560 3.935
C -0.444 1.179 -4.260
C 1.484 -2.313 -2.862
H 1.959 -0.974 5.807
H 2.115 2.519 -2.484
H -0.140 -2.433 -1.216
C 0.299 -0.564 0.669
H 1.728 -2.111 -3.875
*
```

Its calculated total energy is -18140.574 eV. For the LUMO energy (spin up / spin down), the calculation gives 2.3 / 2.3 eV. The calculation puts the highest occupied orbital energy (spin up / spin down) at -0.1022 / -0.1024 Ha. The HOMO-LUMO gap (spin up / spin down) is 5.040 / 5.046 eV.


C10H14NO2Os as an isolated structure at a distorted geometry. Source: the Open Molecules 2025 dataset; level of theory: ωB97M-V/def2-TZVPD.

ORCA input file:
```
! RIJCOSX wB97M-V def2-TZVPD def2/J DEFGRID3
* xyz 3 5
H -0.408 3.560 -0.227
H -3.675 -2.023 -0.405
N 1.959 -3.114 4.680
C 2.271 1.751 -1.576
H 2.881 2.651 -1.585
H -1.229 1.840 0.802
C 0.548 -0.516 -0.910
H 2.917 0.931 -1.259
C -2.696 -2.494 -0.325
C 1.082 1.972 -0.648
C -1.627 -1.439 -0.189
O 2.590 -3.587 5.451
C -1.899 -0.167 0.445
O 1.315 -2.632 3.894
Os -0.502 -1.430 1.657
C 0.254 3.223 -1.023
H -2.513 -3.101 -1.211
C 0.220 0.780 -0.407
H -2.739 -3.177 0.530
C -0.980 0.893 0.337
H 1.947 1.572 -2.603
H 1.482 2.194 0.361
H -2.876 0.006 0.886
C -0.332 -1.584 -0.812
H -0.089 -2.537 -1.271
H 0.950 4.035 -1.227
H -0.332 3.047 -1.925
H 1.480 -0.654 -1.443
*
```

Its calculated total energy is -18608.311 eV. For the LUMO energy (spin up / spin down), the calculation gives -13.7 / -13.9 eV. The calculation puts the highest occupied orbital energy (spin up / spin down) at -0.7330 / -0.7494 Ha. The HOMO-LUMO gap (spin up / spin down) is 6.243 / 6.534 eV. As for the relative energy (zero: lowest compared OMol25 entry of this formula, charge and spin): 1.4294 eV.